No. 1
This record from the OMol25 dataset describes a structure of composition AgClF6N3O12S6 in a non-equilibrium geometry. The level of theory is ωB97M-V/def2-TZVPD.

Last column: Mulliken charge in e.
Atoms and positions in Å:
Ag -1.58512 -1.00917 -0.27963  0.71
N -2.39468 -0.51093 -2.09833  -0.16
S -1.32765 0.14170 -3.12968  1.16
O -0.40308 0.60019 -2.12247  -0.47
O -1.86927 0.94462 -4.16259  -0.56
F -0.58327 -1.05743 -3.65067  -0.19
S -3.91217 -1.17372 -2.79237  1.02
O -3.65620 -2.28699 -3.61863  -0.55
O -4.88076 -0.17979 -3.20342  -0.54
F -4.37159 -1.85349 -1.45399  -0.21
N 4.84892 0.70230 0.24955  -0.57
S 3.84123 -0.53444 -0.51129  1.05
O 2.96989 -1.26866 0.25773  -0.47
O 4.74897 -1.01223 -1.44561  -0.60
F 3.12730 0.56742 -1.35616  -0.20
S 4.22216 1.65304 1.64240  1.02
O 4.41783 3.04407 1.42212  -0.59
O 4.65836 0.91177 2.66926  -0.49
F 2.66772 1.49044 1.41653  -0.15
N -0.99953 -0.05597 1.81639  -0.33
S -1.42827 1.43498 1.57707  1.26
O -2.46494 1.90238 2.45712  -0.60
O -1.51394 1.69643 0.16940  -0.51
F -0.05008 2.19622 2.03326  -0.26
S -0.71481 -0.76215 3.21211  1.05
O -0.10629 -2.07819 2.97398  -0.55
O -1.72886 -0.48059 4.20351  -0.58
F 0.56566 0.12884 3.66564  -0.26
Cl -2.07749 -3.15065 0.05876  -0.41

Values from the calculation:
Calculated total energy, eV: -126876.6818
E_LUMO (spin up / spin down), eV: 4.176 / 1.176
Orbital gap (spin up / spin down), eV: 6.73 / 3.73
F_max, Eh/bohr: 0.2308
Total charge: -2
HOMO energy (spin up / spin down), eV: -2.55 / -2.55
Spin multiplicity: 2

No. 2
This record from the OMol25 dataset describes a structure of composition C4H4Cl2LuN2O4Y in a non-equilibrium geometry. The level of theory is ωB97M-V/def2-TZVPD.

Last column: Mulliken charge in e.
Atoms and positions in Å:
Y -0.37959 -2.39845 -2.26513  1.69
Lu 0.32622 -0.12881 0.09906  1.54
Cl 1.55911 -0.43677 -2.02973  -0.37
Cl -1.32164 -2.04798 0.15961  -0.37
C -1.07152 1.21639 -1.01670  0.48
C 0.35525 -4.44321 -3.22210  0.15
C -1.36787 -3.89719 -3.84002  0.19
O -1.67069 2.03425 -1.58430  -0.02
O 0.90648 -5.39708 -3.64493  0.14
O -2.04958 -4.48371 -4.60643  0.14
N 1.58985 3.07808 2.49542  -0.33
C 0.60775 2.17486 2.44387  0.82
N -0.39246 2.16944 3.32621  -0.32
O 0.62489 1.28331 1.52036  -0.66
H 1.62127 3.79639 3.21425  0.25
H 2.29933 3.04566 1.77139  0.23
H -1.17498 1.55592 3.13373  0.19
H -0.46180 2.87891 4.04542  0.25

Values from the calculation:
Calculated total energy, eV: -75047.9779
E_LUMO, eV: -17.282
Orbital gap, eV: 5.62
F_max, Eh/bohr: 0.2059
Total charge: +4
HOMO energy, eV: -22.90

No. 3
This record from the OMol25 dataset describes an isolated molecule of C5H10O2 in a non-equilibrium geometry. The level of theory is ωB97M-V/def2-TZVPD.

Last column: Mulliken charge in e.
Atoms and positions in Å:
C -1.09855 0.96545 1.49426  -0.69
O -0.52754 1.10540 0.20262  -0.43
C 0.66049 0.23261 -0.04904  1.55
C 1.84796 1.04772 -0.46485  -1.41
O 0.88872 -0.89276 0.69128  -0.55
C 0.19887 -0.92065 -0.86530  -0.41
C -1.10699 -1.59983 -0.76628  -1.26
H -1.45738 1.94714 1.81612  0.27
H -0.36980 0.60800 2.22784  0.32
H -1.95423 0.28318 1.45594  0.23
H 1.54017 1.99447 -0.91772  0.33
H 2.46171 1.25487 0.41461  0.31
H 2.47729 0.51776 -1.18509  0.35
H 0.75680 -1.16013 -1.76622  0.40
H -1.46937 -1.65587 0.26043  0.35
H -1.01023 -2.62679 -1.13698  0.38
H -1.83794 -1.10058 -1.41162  0.27

Values from the calculation:
Calculated total energy, eV: -9439.7218
E_LUMO, eV: 0.980
SMILES: CO[C@@]1(C)O[C@H]1C
Orbital gap, eV: 10.28
F_max, Eh/bohr: 0.0655
HOMO energy, eV: -9.30

No. 4
This record from the OMol25 dataset describes a cluster of 2 separate species, C37H46F19IN2O4S2 in total in a non-equilibrium geometry. The level of theory is ωB97M-V/def2-TZVPD.

Last column: Mulliken charge in e.
Atoms and positions in Å:
C -2.86789 -0.43055 2.74991  -1.31
C -3.23858 -0.00942 1.55786  0.23
C -2.79635 -0.59762 0.21710  3.26
C -3.45439 -1.99043 0.17233  -1.31
C -4.98709 -2.03294 0.24192  -0.54
O -5.61800 -2.12842 -0.80158  -0.59
C -5.73655 -1.95445 1.53849  0.55
C -5.54486 -2.79336 2.59711  0.27
C -6.24018 -2.63718 3.75314  -0.87
C -7.13813 -1.63024 3.86293  -0.33
C -7.35470 -0.77344 2.81792  -0.85
C -6.65064 -0.95444 1.67185  -0.37
C -1.22508 -0.74937 0.25731  0.28
S -0.49665 -2.21865 -0.60707  -0.29
C -0.67591 0.43871 -0.55590  -2.76
C 0.62797 1.07409 -0.07750  0.20
F 1.45740 0.02070 -0.03038  0.15
F 1.17068 1.93126 -0.96621  -0.09
C 0.73152 1.72538 1.32315  0.58
F -0.03156 1.12814 2.23399  -0.27
F 0.44841 3.04558 1.26864  -0.39
C 2.19680 1.58860 1.86000  0.77
F 3.10517 1.77073 0.89870  -0.26
F 2.23769 0.38304 2.40105  -0.25
C 2.55268 2.63276 2.98074  0.60
F 2.97269 3.77757 2.47019  -0.24
F 3.58915 2.10996 3.65205  -0.27
F 1.56800 2.80631 3.85408  -0.23
N -1.76368 1.24494 -1.20992  1.41
C -1.64682 1.35784 -2.71952  -1.28
C -0.83680 2.54393 -3.26896  0.02
C -0.05385 2.19397 -4.56614  -0.94
C 1.41909 2.59551 -4.44308  -1.44
C 1.66659 4.11085 -4.64581  1.29
F 0.47647 4.73032 -4.82266  -0.31
F 2.33910 4.24426 -5.80207  -0.32
C 2.47393 4.70203 -3.47396  0.21
F 2.08054 4.20583 -2.30006  -0.09
F 3.73130 4.29159 -3.64015  -0.30
S 2.47248 6.59854 -3.32654  1.46
F 0.92386 6.57062 -3.00620  -0.29
F 2.75503 6.48077 -1.75949  -0.32
F 4.03534 6.67555 -3.53187  -0.31
F 2.23305 6.76494 -4.86473  -0.29
F 2.43952 8.16200 -3.17308  -0.29
C -1.97019 2.64703 -0.69334  -1.30
C -2.50758 2.81206 0.72215  -0.64
C -2.36386 4.32077 1.07904  -0.84
C -3.44549 5.17312 0.42145  0.23
O -3.33210 6.37392 0.28484  -0.56
O -4.62528 4.54375 0.03109  -0.47
C -2.95017 0.30160 -1.03528  -1.94
F -2.98740 -0.59771 -2.05042  -0.39
I -4.98514 1.20140 -1.29726  0.22
H -3.29404 -0.08981 3.67899  0.38
H -2.05159 -1.14154 2.83257  0.26
H -3.96430 0.79282 1.51925  0.14
H -3.15676 -2.60680 -0.66860  0.58
H -3.09184 -2.50093 1.06714  0.86
H -4.81190 -3.58725 2.53888  0.45
H -6.03640 -3.30755 4.57251  0.42
H -7.67047 -1.50516 4.79533  0.40
H -8.05812 0.03387 2.93393  0.42
H -6.81581 -0.26342 0.85843  0.35
H -0.80526 -0.88023 1.24507  0.63
H -0.61096 -3.19540 0.31340  0.34
H -0.27381 -0.11458 -1.41138  0.96
H -2.62957 1.41484 -3.17310  0.54
H -1.21081 0.46264 -3.14978  0.62
H -1.53881 3.32396 -3.56204  0.56
H -0.13280 3.01709 -2.59229  -0.16
H -0.54090 2.60577 -5.44263  0.44
H -0.05324 1.11320 -4.72042  0.54
H 1.79671 2.23472 -3.48877  0.21
H 1.97231 2.05660 -5.20643  0.53
H -1.01346 3.15272 -0.69168  0.34
H -2.67422 3.14073 -1.35220  0.67
H -3.55890 2.58979 0.85638  1.13
H -1.95164 2.27745 1.48861  0.01
H -2.50422 4.43590 2.15039  0.62
H -1.41849 4.71265 0.71740  0.25
H -4.60714 4.33180 -0.90853  0.31
C 4.04157 -5.40159 -1.27509  -1.75
C 3.73498 -5.55909 0.22666  1.47
C 5.05057 -5.78875 0.98659  -1.30
C 5.95877 -4.56101 1.10027  -0.84
C 5.17985 -3.23925 1.08266  -1.44
C 3.70954 -3.36331 1.50426  2.19
N 3.05285 -4.32327 0.63666  0.68
O 1.70890 -4.47186 0.92119  -0.88
C 3.05605 -2.01515 1.25812  -1.99
C 3.62547 -3.67200 3.00823  -1.92
C 2.90420 -6.82470 0.39752  -1.88
H 3.11618 -5.26995 -1.83810  0.34
H 4.55619 -6.28456 -1.67646  0.37
H 4.67480 -4.53352 -1.46697  0.36
H 4.81968 -6.14187 1.99517  0.33
H 5.60793 -6.60630 0.51844  0.56
H 6.54054 -4.63798 2.02285  0.33
H 6.69128 -4.55772 0.28885  0.38
H 5.69358 -2.50710 1.71328  0.55
H 5.21642 -2.82532 0.07003  0.34
H 3.04294 -1.79546 0.18748  0.36
H 3.60412 -1.21770 1.75650  0.33
H 2.02884 -1.99870 1.62363  0.25
H 4.12330 -2.88651 3.58803  0.36
H 4.09872 -4.61892 3.27106  0.35
H 2.58691 -3.71504 3.33850  0.36
H 3.46552 -7.68796 0.02709  0.40
H 1.97247 -6.77548 -0.16293  0.32
H 2.66469 -7.00558 1.44621  0.40

Values from the calculation:
Calculated total energy, eV: -131679.0998
E_LUMO, eV: -1.866
Orbital gap, eV: 1.71
F_max, Eh/bohr: 0.0622
HOMO energy, eV: -3.57